[1]
ORCA calculation (the ωB97M-V functional and the def2-TZVPD basis) on a cluster of 2 separate species, C7H9P in total at a distorted geometry.

Element x y z (Å)
C (-2.88, 1.47, 0.55)
C (-1.92, 0.59, 0.24)
C (-0.94, -0.21, -0.16)
C (0.05, -0.85, -0.80)
C (0.20, -2.37, -0.90)
C (1.47, -0.21, -0.99)
H (-2.61, 2.49, 0.58)
H (-3.77, 1.24, 0.91)
H (1.10, -2.50, -1.42)
H (0.36, -2.89, 0.04)
H (-0.70, -2.85, -1.39)
H (2.10, -0.53, -0.19)
H (1.47, 0.84, -1.12)
H (1.87, -0.58, -1.99)
C (1.58, 2.11, 2.26)
P (0.16, 1.52, 2.20)
H (2.44, 2.73, 2.18)

Values from the calculation:
Energy above the lowest of the compared OMol25 structures with the same formula, charge and spin, kcal/mol: 96.8
HOMO, eV: -8.736
DFT total energy, eV: -16688.04742
Lowest unoccupied orbital energy, eV: 0.0963
SMILES string: C=C=C=C(C)C.C#P
Total charge: 0
Frontier orbital gap, eV: 8.83



[2]
ORCA calculation (the ωB97M-V functional and the def2-TZVPD basis) on a cluster of 17 separate species, C19H73O20P in total at a distorted geometry.

Element x y z (Å)
C (-3.92, 12.69, 3.89)
O (-4.83, 13.30, 4.74)
H (-3.51, 11.79, 4.34)
H (-4.20, 12.43, 2.88)
H (-3.07, 13.36, 3.72)
H (-5.25, 13.98, 4.22)
C (3.94, 13.33, 2.08)
O (4.96, 13.31, 1.07)
H (3.51, 14.32, 2.18)
H (3.16, 12.60, 1.85)
H (4.45, 13.14, 3.03)
H (4.54, 13.52, 0.24)
C (0.17, 16.36, 4.21)
O (0.53, 17.75, 4.40)
H (-0.15, 16.20, 3.18)
H (1.08, 15.79, 4.43)
H (-0.59, 16.16, 4.97)
H (1.04, 17.98, 3.62)
C (-0.99, 20.52, -0.95)
O (-1.92, 21.56, -0.84)
H (-0.65, 20.63, -1.98)
H (-0.22, 20.67, -0.19)
H (-1.52, 19.57, -0.87)
H (-2.58, 21.38, -0.16)
C (-1.88, 20.85, 2.42)
O (-3.18, 20.83, 1.86)
H (-1.40, 20.00, 1.95)
H (-1.34, 21.78, 2.29)
H (-1.90, 20.71, 3.51)
H (-3.70, 21.58, 2.16)
C (1.58, 14.84, -0.34)
O (2.82, 14.23, -0.53)
H (1.26, 14.83, 0.71)
H (1.59, 15.90, -0.61)
H (0.80, 14.31, -0.88)
H (3.17, 14.61, -1.34)
C (-3.11, 17.58, 3.40)
O (-3.13, 17.98, 2.03)
H (-2.91, 16.52, 3.32)
H (-2.34, 18.15, 3.94)
H (-4.03, 17.78, 3.95)
H (-3.13, 18.94, 1.99)
C (-0.31, 19.13, 7.56)
O (0.93, 18.43, 7.41)
H (-0.23, 20.08, 8.08)
H (-0.72, 19.37, 6.58)
H (-1.13, 18.53, 7.96)
H (0.68, 17.62, 6.95)
C (3.83, 14.17, 6.10)
O (2.57, 13.85, 5.76)
H (4.52, 13.83, 5.33)
H (3.97, 15.25, 6.15)
H (4.14, 13.66, 7.01)
H (2.28, 13.41, 6.56)
C (-2.37, 15.55, -0.09)
O (-1.52, 16.64, 0.12)
H (-2.77, 15.40, -1.09)
H (-1.75, 14.66, 0.05)
H (-3.13, 15.45, 0.68)
H (-1.77, 17.15, 0.90)
C (1.95, 10.57, 4.94)
O (1.05, 10.87, 6.04)
H (1.89, 11.31, 4.14)
H (3.00, 10.61, 5.21)
H (1.70, 9.65, 4.42)
H (1.30, 11.68, 6.48)
C (3.69, 18.17, 6.90)
O (5.07, 17.82, 6.88)
H (3.34, 17.54, 7.72)
H (3.52, 19.21, 7.18)
H (3.16, 17.86, 6.00)
H (5.24, 17.82, 7.82)
C (-3.96, 15.90, 6.59)
O (-3.01, 16.91, 6.98)
H (-3.60, 14.91, 6.90)
H (-4.97, 16.01, 6.99)
H (-4.03, 15.82, 5.51)
H (-2.91, 16.98, 7.93)
C (-0.77, 11.73, 1.84)
O (-0.74, 10.91, 0.74)
H (-1.16, 12.69, 1.52)
H (-1.44, 11.40, 2.64)
H (0.23, 11.82, 2.28)
H (-1.59, 11.11, 0.34)
C (2.42, 11.97, 8.89)
O (1.62, 12.52, 7.95)
H (1.94, 11.51, 9.76)
H (3.06, 11.22, 8.44)
H (3.07, 12.76, 9.26)
H (0.68, 12.32, 8.03)
C (0.14, 15.22, 9.23)
O (-0.95, 14.99, 10.13)
H (-0.32, 15.06, 8.26)
H (0.31, 16.28, 9.39)
H (1.12, 14.79, 9.46)
H (-0.66, 15.26, 11.00)
C (1.42, 21.06, 5.05)
O (2.75, 21.07, 4.47)
P (3.10, 20.80, 2.90)
O (4.55, 20.51, 2.73)
O (1.99, 19.65, 2.55)
C (2.09, 18.82, 1.43)
O (2.57, 22.04, 2.06)
C (2.85, 22.13, 0.67)
H (1.68, 21.24, 6.09)
H (0.72, 20.22, 5.04)
H (0.84, 21.91, 4.67)
H (1.28, 19.05, 0.74)
H (1.95, 17.75, 1.56)
H (3.01, 18.94, 0.85)
H (2.55, 23.13, 0.39)
H (2.15, 21.52, 0.10)
H (3.81, 21.82, 0.25)

Values from the calculation:
HOMO, eV: -9.598
DFT total energy, eV: -71118.42132
Lowest unoccupied orbital energy, eV: 0.1420
Total charge: 0
Frontier orbital gap, eV: 9.74



[3]
ORCA calculation (the ωB97M-V functional and the def2-TZVPD basis) on a structure of composition C5H12O3SSi at a distorted geometry.

Element x y z (Å)
C (3.74, 1.48, -0.11)
C (0.40, -1.20, -0.70)
C (-1.91, -1.51, 1.27)
C (-2.35, -0.08, -1.48)
C (-0.71, 1.35, 0.58)
O (1.49, -0.09, 1.44)
O (2.87, -1.35, -0.14)
O (2.62, 1.38, -0.50)
Si (-1.13, -0.38, -0.05)
S (1.66, -0.64, 0.16)
H (4.11, 2.46, 0.16)
H (4.40, 0.56, -0.13)
H (0.73, -1.50, -1.66)
H (-2.35, -0.93, 2.12)
H (-2.56, -2.30, 0.80)
H (-1.11, -2.08, 1.70)
H (-2.09, -0.72, -2.35)
H (-3.46, -0.41, -1.26)
H (-2.35, 0.90, -1.72)
H (0.11, 1.57, 1.37)
H (-0.47, 1.83, -0.40)
H (-1.66, 1.65, 0.92)

Values from the calculation:
Energy above the lowest of the compared OMol25 structures with the same formula, charge and spin, kcal/mol: 66.8
HOMO, eV: -9.166
DFT total energy, eV: -30232.01074
Lowest unoccupied orbital energy, eV: -0.2439
Total charge: 0
Frontier orbital gap, eV: 8.92



[4]
ORCA calculation (the ωB97M-V functional and the def2-TZVPD basis) on a structure of composition C22H32AlCl2N3O3S at a distorted geometry.

Element x y z (Å)
O (1.43, 1.19, -1.79)
C (1.06, 1.54, -2.92)
C (1.82, 2.38, -3.93)
C (2.37, 3.65, -3.57)
H (2.31, 3.95, -2.52)
C (3.00, 4.48, -4.51)
H (3.44, 5.44, -4.20)
C (3.02, 4.11, -5.88)
H (3.51, 4.77, -6.62)
C (2.36, 2.95, -6.28)
H (2.33, 2.71, -7.37)
C (1.73, 2.13, -5.32)
H (1.17, 1.26, -5.68)
H (0.10, 1.21, -3.30)
C (-2.30, 0.88, -2.84)
C (-2.05, -0.61, -2.72)
H (-3.33, 1.16, -2.61)
H (-2.06, 1.23, -3.85)
H (-1.65, 1.39, -2.11)
C (-2.72, -1.45, -1.89)
C (-4.06, -1.08, -1.34)
H (-2.45, -2.47, -1.63)
H (-4.72, -0.53, -2.08)
H (-3.92, -0.40, -0.46)
H (-4.61, -1.95, -0.92)
Al (0.87, 0.48, 0.36)
Cl (-0.12, 2.39, 0.06)
Cl (-0.50, -1.20, -3.27)
C (-1.45, 0.68, 2.29)
O (-0.49, -0.02, 1.79)
N (-2.24, 0.30, 3.29)
C (-2.17, -1.03, 3.91)
C (-3.28, 1.22, 3.83)
H (-1.72, 1.65, 1.83)
H (-2.04, -1.80, 3.14)
H (-3.13, -1.19, 4.42)
H (-1.37, -1.09, 4.66)
H (-3.59, 1.94, 3.07)
H (-2.91, 1.76, 4.71)
H (-4.15, 0.62, 4.15)
H (0.07, -4.70, 1.27)
H (2.04, -5.28, 0.29)
C (-0.22, -3.92, 0.55)
C (1.82, -4.64, -0.60)
N (1.01, -3.52, -0.13)
H (-0.71, -3.10, 1.08)
C (1.43, -2.29, -0.29)
O (0.68, -1.27, -0.03)
H (2.74, -4.20, -1.00)
H (2.45, -2.13, -0.67)
H (-0.92, -4.35, -0.18)
H (1.25, -5.19, -1.37)
S (2.91, 0.59, 1.31)
C (2.35, 0.42, 2.95)
N (2.27, -0.84, 3.45)
C (1.64, -1.15, 4.61)
C (1.07, -0.11, 5.36)
C (1.18, 1.20, 4.90)
C (1.84, 1.47, 3.72)
H (2.73, -1.57, 2.92)
H (1.63, -2.19, 4.89)
H (0.56, -0.36, 6.28)
H (0.74, 2.02, 5.46)
H (1.96, 2.47, 3.32)

Values from the calculation:
HOMO (alpha / beta), eV: -3.456 / -5.182
DFT total energy, eV: -76423.25583
Lowest unoccupied orbital energy (alpha / beta), eV: -0.2840 / -0.2703
Total charge: 0
Frontier orbital gap (alpha / beta), eV: 3.17 / 4.91



[5]
ORCA calculation (the ωB97M-V functional and the def2-TZVPD basis) on a structure of composition C8H8Br2O2 at a distorted geometry.

Element x y z (Å)
C (-2.12, 1.32, -0.55)
C (-1.70, 2.00, 0.57)
C (-1.62, 0.00, -0.99)
C (-0.73, 1.32, 1.32)
C (-0.76, -0.65, -0.18)
C (-0.28, 0.14, 0.88)
C (-0.29, -2.05, -0.42)
C (3.26, -0.19, -1.02)
O (2.64, -0.53, -1.92)
O (0.85, -0.31, 1.48)
Br (4.29, -1.32, 0.16)
Br (3.40, 1.63, -0.58)
H (-3.00, 1.64, -1.06)
H (-2.00, 2.99, 0.80)
H (-2.11, -0.59, -1.71)
H (-0.24, 1.76, 2.18)
H (-0.86, -2.57, -1.16)
H (0.85, -1.93, -0.69)
H (-0.31, -2.55, 0.52)
H (0.73, -0.11, 2.38)

Values from the calculation:
Energy above the lowest of the compared OMol25 structures with the same formula, charge and spin, kcal/mol: 32.2
HOMO, eV: -8.444
DFT total energy, eV: -152604.53981
Lowest unoccupied orbital energy, eV: 0.1179
Total charge: 0
Frontier orbital gap, eV: 8.56



[6]
ORCA calculation (the ωB97M-V functional and the def2-TZVPD basis) on a cluster of 2 separate species, C4H2ClO2 in total at a distorted geometry.

Element x y z (Å)
C (1.26, 0.40, -0.06)
C (2.44, -0.06, -0.08)
C (-0.87, -0.72, 0.08)
C (-1.89, 0.11, -0.01)
O (3.38, -0.81, -0.15)
O (-0.45, -1.83, 0.20)
Cl (0.78, 2.06, 0.08)
H (-1.77, 1.16, -0.15)
H (-2.88, -0.31, 0.10)

Values from the calculation:
Energy above the lowest of the compared OMol25 structures with the same formula, charge and spin, kcal/mol: 63.3
HOMO, eV: -3.451
DFT total energy, eV: -20795.82809
Lowest unoccupied orbital energy, eV: 3.6890
Total charge: -1
Frontier orbital gap, eV: 7.14



[7]
ORCA calculation (the ωB97M-V functional and the def2-TZVPD basis) on an isolated molecule of C3H6F2S at a distorted geometry.

Element x y z (Å)
C (-1.14, 1.31, -0.67)
C (-0.81, 0.02, 0.03)
F (-0.84, 0.21, 1.32)
F (-1.61, -1.08, -0.30)
C (0.49, -0.67, -0.36)
S (2.00, 0.09, -0.08)
H (-2.00, 1.71, -0.11)
H (-0.25, 1.96, -0.29)
H (-1.39, 1.16, -1.70)
H (0.31, -1.61, 0.29)
H (0.32, -1.00, -1.38)
H (1.90, 0.18, 1.24)

Values from the calculation:
Energy above the lowest of the compared OMol25 structures with the same formula, charge and spin, kcal/mol: 11.6
HOMO, eV: -9.309
DFT total energy, eV: -19478.00413
Lowest unoccupied orbital energy, eV: 0.8465
SMILES string: CC(F)(F)CS
Total charge: 0
Frontier orbital gap, eV: 10.16



[8]
ORCA calculation (the ωB97M-V functional and the def2-TZVPD basis) on a cluster of 4 separate species, C6H12N2O4 in total at a distorted geometry.

Element x y z (Å)
C (-1.44, -1.74, 0.02)
C (-1.01, -0.41, -0.50)
C (-0.34, -2.72, 0.41)
C (0.37, 1.46, -0.43)
C (1.74, 1.83, 0.06)
C (-0.80, 2.15, 0.56)
H (-2.86, -1.40, -1.88)
H (-1.36, -3.70, -1.58)
H (-1.90, -1.39, 0.99)
H (0.27, -2.96, -0.44)
H (-0.69, -3.78, 0.50)
H (1.20, -3.70, 1.64)
H (0.95, -0.15, 0.57)
H (0.53, 1.62, -1.38)
H (-0.74, 3.31, 0.47)
H (-0.23, 1.73, 1.53)
H (-1.89, 1.84, 0.31)
H (2.92, 3.47, 0.06)
N (-2.37, -2.46, -0.83)
N (0.27, 0.02, -0.14)
O (-1.78, 0.40, -1.21)
O (0.63, -2.52, 1.46)
O (2.44, 1.44, 1.06)
O (2.14, 3.04, -0.65)

Values from the calculation:
Energy above the lowest of the compared OMol25 structures with the same formula, charge and spin, kcal/mol: 270.4
HOMO, eV: -9.515
DFT total energy, eV: -17575.98397
Lowest unoccupied orbital energy, eV: -0.5933
Total charge: 0
Frontier orbital gap, eV: 8.92



[9]
ORCA calculation (the ωB97M-V functional and the def2-TZVPD basis) on a structure of composition C44H46AlO20 at a distorted geometry.

Element x y z (Å)
C (0.67, -0.86, 3.05)
C (0.29, -0.45, 1.98)
C (-0.29, -0.14, 0.68)
Al (-1.41, -1.71, -0.05)
C (-1.78, -1.31, -2.02)
C (-0.54, -0.92, -2.79)
C (-0.55, -1.13, -4.19)
C (-0.59, -3.52, 0.34)
C (0.72, -3.89, -0.40)
C (1.74, -2.75, -0.56)
C (-3.25, -1.57, 0.89)
C (-3.22, -0.42, 1.93)
C (-3.67, -2.87, 1.61)
C (-4.72, -3.69, 0.83)
C (-4.19, -4.29, -0.46)
H (1.14, -1.15, 3.96)
H (0.54, 0.09, 0.01)
H (-0.91, 0.76, 0.72)
H (-2.51, -0.47, -2.01)
H (-2.27, -2.10, -2.58)
H (0.37, -0.55, -2.32)
H (-0.09, -2.00, -4.65)
H (-1.07, -0.38, -4.79)
H (-1.35, -4.27, 0.09)
H (-0.44, -3.58, 1.42)
H (0.51, -4.36, -1.37)
H (1.22, -4.67, 0.19)
H (2.75, -3.19, -0.57)
H (1.72, -2.05, 0.27)
H (1.62, -2.26, -1.52)
H (-4.00, -1.30, 0.13)
H (-2.42, -0.58, 2.65)
H (-3.12, 0.55, 1.44)
H (-4.16, -0.41, 2.50)
H (-2.83, -3.50, 1.92)
H (-4.18, -2.57, 2.54)
H (-5.52, -2.98, 0.59)
H (-5.10, -4.45, 1.52)
H (-4.97, -4.92, -0.91)
H (-3.95, -3.51, -1.19)
H (-3.33, -4.94, -0.29)
C (4.02, 0.40, 3.03)
C (4.72, 1.06, 2.10)
C (6.10, 1.59, 2.36)
O (6.69, 2.17, 1.47)
C (6.67, 1.38, 3.69)
C (5.98, 0.72, 4.62)
C (4.61, 0.18, 4.34)
O (4.05, -0.43, 5.24)
O (6.44, 0.50, 5.85)
O (4.24, 1.30, 0.88)
H (3.03, 0.02, 2.85)
H (7.66, 1.78, 3.87)
H (5.73, 0.01, 6.31)
H (4.94, 1.77, 0.39)
C (5.57, 5.44, 1.78)
C (5.59, 6.38, 0.82)
C (6.38, 7.64, 0.97)
O (6.36, 8.44, 0.06)
C (7.13, 7.85, 2.21)
C (7.11, 6.91, 3.16)
C (6.33, 5.63, 3.00)
O (6.37, 4.81, 3.90)
O (7.76, 7.02, 4.31)
O (4.91, 6.24, -0.32)
H (5.01, 4.52, 1.68)
H (7.68, 8.77, 2.31)
H (7.58, 6.20, 4.81)
H (5.09, 7.05, -0.84)
C (-3.11, 2.29, -3.73)
C (-4.14, 2.83, -3.06)
C (-4.77, 4.13, -3.50)
O (-5.71, 4.56, -2.86)
C (-4.22, 4.80, -4.67)
C (-3.19, 4.25, -5.33)
C (-2.58, 2.95, -4.90)
O (-1.65, 2.51, -5.56)
O (-2.63, 4.81, -6.40)
O (-4.68, 2.28, -1.98)
H (-2.65, 1.36, -3.42)
H (-4.67, 5.74, -4.97)
H (-1.92, 4.20, -6.67)
H (-5.40, 2.88, -1.70)
C (-8.44, -7.52, 1.31)
C (-8.75, -8.53, 2.13)
C (-8.78, -8.36, 3.62)
O (-9.10, -9.33, 4.29)
C (-8.43, -7.07, 4.18)
C (-8.10, -6.06, 3.37)
C (-8.10, -6.22, 1.87)
O (-7.82, -5.24, 1.20)
O (-7.76, -4.86, 3.81)
O (-9.07, -9.75, 1.69)
H (-8.41, -7.63, 0.23)
H (-8.43, -6.97, 5.26)
H (-7.57, -4.32, 3.02)
H (-9.26, -10.28, 2.49)
C (4.57, 1.84, -5.04)
C (5.13, 1.15, -4.03)
C (5.51, 1.81, -2.74)
O (6.01, 1.12, -1.87)
C (5.27, 3.24, -2.60)
C (4.71, 3.92, -3.60)
C (4.31, 3.26, -4.89)
O (3.80, 3.96, -5.75)
O (4.47, 5.23, -3.53)
O (5.39, -0.15, -4.11)
H (4.29, 1.37, -5.97)
H (5.56, 3.71, -1.67)
H (4.06, 5.48, -4.38)
H (5.78, -0.39, -3.25)

Values from the calculation:
HOMO, eV: -3.827
DFT total energy, eV: -93915.28479
Lowest unoccupied orbital energy, eV: -0.2451
Total charge: -1
Frontier orbital gap, eV: 3.58



[10]
ORCA calculation (the ωB97M-V functional and the def2-TZVPD basis) on a cluster of 2 separate species, C6H8O3 in total at a distorted geometry.

Element x y z (Å)
O (1.08, 0.22, 0.97)
C (1.54, -0.82, 0.20)
H (0.88, -1.42, -0.42)
C (3.02, -0.57, 0.24)
H (3.49, -0.54, 1.22)
H (3.60, -0.95, -0.60)
C (2.07, 0.58, -0.03)
C (1.71, 1.30, -1.16)
O (2.57, 1.47, -2.10)
H (0.71, 1.75, -1.24)
H (2.23, 1.99, -2.85)
C (-1.81, -0.72, 0.46)
O (-2.89, -0.49, 0.76)
C (-4.37, -0.46, 1.10)
H (-4.85, -0.38, 0.12)
H (-4.53, -1.40, 1.62)
H (-4.46, 0.43, 1.72)

Values from the calculation:
HOMO, eV: -17.612
DFT total energy, eV: -12469.61684
Lowest unoccupied orbital energy, eV: -8.5481
Total charge: +2
Frontier orbital gap, eV: 9.06



[11]
ORCA calculation (the ωB97M-V functional and the def2-TZVPD basis) on a structure of composition CHCl3FOP at a distorted geometry.

Element x y z (Å)
C (-0.04, -0.04, 0.48)
O (-2.44, -1.15, 1.62)
F (0.39, 0.40, 1.63)
P (-1.89, -0.50, 0.45)
Cl (-0.18, -2.74, 0.56)
Cl (-2.12, -1.18, -1.34)
Cl (-2.97, 1.26, 0.24)
H (0.70, 0.26, -0.39)

Values from the calculation:
Energy above the lowest of the compared OMol25 structures with the same formula, charge and spin, kcal/mol: 79.3
HOMO (alpha / beta), eV: -10.394 / -10.373
DFT total energy, eV: -52673.16367
Lowest unoccupied orbital energy (alpha / beta), eV: -2.8940 / -2.9723
Total charge: 0
Frontier orbital gap (alpha / beta), eV: 7.50 / 7.40



> What is the formula in the seventh record?

C3H6F2S